Entry 1:
# C14H16O2

A cluster of 2 separate species, C14H16O2 in total at a distorted geometry (ωB97M-V with the def2-TZVPD basis set, the OMol25 dataset).

Values from the calculation:
Frontier orbital gap (alpha / beta): 2.73 / 7.96 eV
E_HOMO (alpha / beta): 0.02590 / -0.17032 Eh
E_LUMO (alpha / beta): 3.438 / 3.327 eV
Energy above the lowest of the compared OMol25 structures with the same formula, charge and spin: 35.61 kcal per mole

ORCA input file:
```
! RIJCOSX wB97M-V def2-TZVPD def2/J DEFGRID3
* xyz -1 2
C 0.5599 -3.5389 0.0765
H 2.5855 0.0974 -1.4773
H -1.9886 2.0985 -2.6917
H -1.8323 0.9601 2.9158
H -1.3449 -4.4586 0.7619
H -0.7156 -0.0177 0.6413
C -1.2128 2.7390 -1.1811
H 1.3990 -0.7606 1.7321
H 2.0397 -1.9116 -2.4868
C -0.7667 1.0853 0.4619
H 0.2281 -2.8508 2.0821
C 0.9574 -3.2495 -1.2122
H -0.9707 4.2668 1.7762
H -0.6870 -5.2994 -0.5563
H 0.6823 -3.9788 -1.9836
H 0.1016 -5.4454 0.9230
O 2.6711 -0.1598 -0.5257
C 1.7177 -2.1191 -1.4758
C 0.5754 -2.6022 1.0802
H -0.3921 1.7369 3.6843
C -0.3898 -4.6980 0.2945
C -0.8238 1.4053 -0.8675
C -1.1846 1.8414 2.9232
C -0.9192 2.0822 1.4477
H -1.6280 2.7703 3.2946
O -1.8458 3.0083 -2.3934
H -0.3982 0.8797 -1.7647
C 1.7583 -1.1991 -0.4291
C -1.0692 3.7686 -0.3131
C 1.3331 -1.4353 0.8821
H -1.3376 4.7826 -0.5733
C -0.9690 3.4178 1.0781
*
```

Entry 2:
# C21H16FN5O3S

The molecule C21H16FN5O3S at a distorted geometry (ωB97M-V with the def2-TZVPD basis set, the OMol25 dataset).

Values from the calculation:
Frontier orbital gap: 8.87 eV
E_HOMO: -0.31925 Eh
E_LUMO: 0.185 eV
Energy above the lowest of the compared OMol25 structures with the same formula, charge and spin: 65.48 kcal per mole
SMILES string: C[C@@](O)(C#Cc1cc2c(cc1F)OCCn1cc(C(N)=O)nc1-2)c1nc(CC#N)cs1

ORCA input file:
```
! RIJCOSX wB97M-V def2-TZVPD def2/J DEFGRID3
* xyz 0 1
N -0.5021 -6.1577 0.0703
N 1.0671 -5.2624 -4.0821
C -1.1578 -3.5218 0.1286
H -2.4630 -6.1847 2.8727
C -0.3670 5.6860 1.3924
C 2.5642 1.9680 0.7674
H 0.8831 7.9118 0.4159
C 2.4694 7.6899 1.6283
H 0.2653 -2.0647 -0.9307
H -0.6996 -7.3596 1.8473
S -0.8293 3.9881 1.4789
C -2.2196 -3.6218 0.9410
C 1.6314 7.1532 0.4850
H 2.5183 2.3934 1.8566
O -2.8157 -4.7645 1.4175
C -1.3120 -6.7194 1.1645
C -0.4995 -2.2868 -0.1628
C -1.9463 -5.6326 2.0512
H -1.0455 6.5145 1.6597
H -0.0072 -7.9107 -1.0710
F -2.5195 -0.2292 2.1711
C -2.0166 -1.2261 1.4152
H 0.8795 -5.4541 -5.0249
N 0.0585 -4.6770 -1.5783
C -0.9799 -1.1134 0.4854
C 0.7197 3.6846 0.5864
C 0.0722 -6.8865 -0.9185
O 1.2595 2.3856 -1.3405
O 0.7143 -7.3329 -3.9157
H 0.8590 -4.3626 -3.6454
H 3.4144 2.4455 0.2260
H -1.9848 -7.3915 0.6271
H -3.4348 -2.6527 2.2969
C -2.6162 -2.4902 1.5798
H 2.7005 0.9076 0.6826
C 0.4009 -5.9830 -1.8946
H 2.2385 7.0847 -0.4675
C -0.3635 0.1915 0.2605
C 0.8496 -6.3003 -3.3206
C 0.9621 5.8836 0.8539
C 1.2464 2.2966 0.0729
H -1.1342 -5.0816 2.5602
N 1.5731 4.7031 0.5386
H 2.1323 2.6728 -1.6521
N 3.2642 8.2147 2.3612
C -0.5384 -4.7821 -0.4292
C 0.2607 1.2599 0.1805
*
```

Entry 3:
# C4H10N2O3P2

The molecule C4H10N2O3P2 at a distorted geometry (ωB97M-V with the def2-TZVPD basis set, the OMol25 dataset).

Values from the calculation:
Frontier orbital gap (alpha / beta): 8.28 / 8.28 eV
E_HOMO (alpha / beta): -0.29926 / -0.29930 Eh
E_LUMO (alpha / beta): 0.141 / 0.140 eV
Energy above the lowest of the compared OMol25 structures with the same formula, charge and spin: 0.00 kcal per mole

ORCA input file:
```
! RIJCOSX wB97M-V def2-TZVPD def2/J DEFGRID3
* xyz 0 1
H -0.5742 1.3922 2.4444
C -0.9220 0.4772 0.2782
O -0.8814 -0.6115 -2.1729
N -0.4908 -2.2444 -0.1382
H -1.5695 -0.8766 -2.7880
C 1.4525 -0.0203 0.2788
P -1.4164 -0.9567 -0.6903
O 1.3459 -3.4226 0.4060
H -2.4188 0.6672 2.1766
H 1.7867 0.9123 -0.1500
H -1.0043 1.7861 -1.2612
H -0.8577 2.5065 0.2735
P -1.1155 0.1637 2.0476
C 0.8690 -2.4107 -0.0402
O -2.8345 -1.3204 -0.7084
H 2.7296 -1.5318 -0.5129
H -1.0531 -3.0092 0.2174
H 1.4005 -1.0520 -1.5916
C 1.6724 -1.2388 -0.5511
H 1.6542 -0.1253 1.3355
N -1.1693 1.7104 -0.2663
*
```